Record 1
DFT (ωB97M-V/def2-TZVPD) results for a molecular structure, C23H37CrO2 at a distorted geometry.

XYZ file:
```
63
Properties=species:S:1:pos:R:3:forces:R:3:lowdin_spin:R:1
O -0.47952 -0.10548 -4.43707 -0.2 0.5 -2.3 0.039
C -1.07762 0.82971 -5.40957 0.0 1.0 1.0 0.004
C -0.51143 0.13518 -6.62470 -0.1 -0.4 0.1 0.001
H -0.67064 1.84575 -5.25848 -0.4 -0.3 0.1 0.000
H -2.17415 0.82973 -5.36495 0.2 0.1 0.2 0.000
C -0.08122 -0.92188 -5.59946 0.4 -0.2 -0.1 0.004
H 0.30721 0.67167 -7.11608 -0.2 -0.2 0.0 0.000
H -1.25575 -0.26885 -7.32932 0.4 0.4 0.0 0.000
C 1.39827 -1.22216 -5.60769 0.1 -0.4 0.1 0.001
H 1.99911 -0.38767 -5.22580 -0.3 -0.2 -0.1 0.000
H 1.71208 -1.42160 -6.63801 0.0 -0.1 0.1 0.000
H 1.58524 -2.11706 -5.01197 0.3 0.1 0.1 0.000
C -0.98195 -2.13748 -5.72544 0.0 -0.1 0.2 0.001
H -2.02074 -1.79235 -5.84949 0.3 -0.2 0.0 0.000
H -0.93898 -2.76130 -4.82957 0.0 0.0 -0.1 0.000
H -0.67990 -2.72476 -6.60316 -0.1 0.1 0.1 0.000
Cr -0.51496 -0.40712 -1.72122 2.1 1.7 0.5 3.513
C -2.21101 -0.83275 -0.37936 -1.7 0.8 -0.2 0.051
C -2.08741 0.57383 -0.58659 -0.7 -0.7 0.1 0.009
C -2.23451 0.84915 -1.99066 -1.3 -0.5 -0.3 0.028
H -1.94200 1.30425 0.20824 0.2 -0.3 -0.4 0.001
C -2.54696 -0.40098 -2.64279 -0.9 0.5 1.2 0.049
C -2.46283 -1.43422 -1.66205 -0.9 0.3 0.4 0.027
H -2.61118 -2.50451 -1.83211 0.0 0.5 0.0 0.002
H -2.21222 -1.32235 0.59016 0.3 0.0 -0.3 0.007
H -2.10875 1.82102 -2.48079 -0.2 -0.4 0.3 0.008
H -2.97564 -0.52878 -3.62523 0.6 0.0 -0.2 0.007
C 1.00207 -1.97809 0.04946 0.2 -0.3 -0.9 0.070
C 0.08373 -2.56902 -0.86517 1.6 -0.9 -0.5 0.044
C 0.52360 -2.27994 -2.22440 1.0 0.4 1.3 -0.010
H -0.71205 -3.27104 -0.60311 0.3 0.4 -0.1 0.003
C 1.64624 -1.34712 -2.09808 0.0 -1.7 1.1 0.019
C 1.96071 -1.24973 -0.69756 0.2 -0.8 -0.8 0.099
H 2.86349 -0.78684 -0.28480 -0.6 0.0 -0.3 0.006
H 1.00252 -2.10964 1.13100 -0.2 0.2 -0.3 0.004
H 0.23352 -2.80201 -3.13774 -0.2 0.4 0.4 0.003
H 2.27966 -1.00652 -2.91742 -0.3 0.0 0.3 0.003
O 2.82313 2.69808 -4.82885 -1.2 1.6 0.0 0.000
C 2.04339 2.19501 -3.71956 0.3 -1.1 -0.1 0.002
C 1.06222 3.25849 -3.20401 0.3 0.4 -0.1 0.001
H 2.78090 1.90223 -2.95609 -0.4 0.0 0.0 0.000
H 1.50066 1.28085 -4.06169 0.5 0.7 0.4 0.001
C 1.29117 4.45462 -4.13655 -0.3 -0.3 -0.9 0.000
H 1.29103 3.53548 -2.17245 -0.1 -0.2 -0.2 0.000
H 0.02244 2.89625 -3.22520 0.4 0.1 0.0 0.001
C 2.57525 4.13580 -4.91321 0.6 -0.4 0.0 0.000
H 1.30999 5.42470 -3.62795 0.2 -0.2 -0.1 0.000
H 0.48699 4.49350 -4.87424 -0.2 0.1 0.1 0.000
H 3.43394 4.67672 -4.48369 -0.1 -0.2 0.0 0.000
H 2.50692 4.41842 -5.98061 0.0 -0.2 0.4 0.000
C 2.33859 2.75489 0.28381 0.1 -0.1 0.4 -0.002
C 1.36402 1.57263 0.41863 -0.1 -0.2 -0.1 0.001
C 0.48232 1.80777 1.65042 0.2 0.0 0.1 0.001
C 0.56838 1.36380 -0.87139 0.2 -0.2 -0.4 -0.013
H 1.78923 3.68956 0.10363 0.1 -0.1 -0.1 0.000
H 3.07466 2.60391 -0.51898 -0.2 0.0 0.1 0.000
H 2.89071 2.88774 1.22750 0.1 0.1 -0.2 0.000
H 1.94803 0.66159 0.59852 0.0 0.4 0.2 0.000
H -0.36464 2.46201 1.41113 0.0 -0.1 0.0 0.000
H 0.10746 0.86864 2.07396 -0.1 0.1 -0.2 0.000
H 1.07177 2.31760 2.42951 -0.2 -0.2 0.0 0.000
H -0.09655 2.24572 -0.94533 0.1 -0.1 -0.2 0.000
H 1.30399 1.42504 -1.69212 -0.3 0.1 0.4 0.011
```
Positions in Å, forces in eV/Å.

E_tot   -56963.51289 eV
Total charge   -1
Gap between HOMO and LUMO (alpha / beta)   4.56 / 6.17 eV
LUMO energy (alpha / beta)   0.1008 / 0.1003 Eh
Relative energy (zero: lowest compared OMol25 entry of this formula, charge and spin)   0.0 kJ/mol
Molar mass   397.543 g/mol
Spin multiplicity   5
Expectation value of S²   6.046



Record 2
DFT (ωB97M-V/def2-TZVPD) results for a single C23H37N3O3S molecule at a distorted geometry.

XYZ file:
```
67
Properties=species:S:1:pos:R:3:forces:R:3:lowdin_charge:R:1
C -7.80447 -2.96021 0.67724 0.0 0.0 0.0 -0.042
C -7.04267 -1.69897 0.41269 0.0 0.1 0.1 -0.225
C -7.27064 -0.57042 1.19038 0.0 0.0 -0.1 -0.025
C -6.57597 0.60609 0.96494 0.0 0.2 0.0 -0.051
C -5.64786 0.64185 -0.05421 0.3 0.5 0.1 -0.284
S -4.70877 2.12190 -0.38720 0.2 -0.1 0.0 0.681
O -4.83948 2.47612 -1.77108 0.1 -0.2 -0.1 -0.283
O -5.02205 3.12313 0.59727 0.0 -0.3 0.1 -0.286
N -3.14841 1.53127 -0.17377 -1.0 0.2 -0.2 -0.242
C -2.82412 1.29992 1.21568 0.1 -0.2 0.6 -0.201
C -1.55222 0.46417 1.31160 0.0 0.2 -0.1 -0.122
C -0.40226 1.15159 0.57599 -0.1 -0.5 -0.1 -0.241
C 0.83190 0.25177 0.54855 -0.3 0.6 0.1 -0.464
O 0.77724 -0.95545 0.65402 -0.1 -0.4 0.0 0.075
N 1.98826 0.92306 0.36519 0.4 0.2 0.0 0.108
C 3.27010 0.26452 0.21023 0.1 0.0 -0.1 -0.297
C 4.27846 0.81257 1.21552 0.1 -0.3 -0.2 -0.082
C 5.65139 0.14031 1.07294 0.1 0.2 0.4 -0.562
C 6.68986 0.97001 1.84420 -0.3 -0.1 -0.1 -0.045
C 5.62878 -1.27367 1.68263 -0.1 0.2 -0.1 -0.028
N 6.05689 0.19470 -0.32208 0.2 0.1 -0.1 0.045
C 5.17113 -0.21617 -1.39933 -0.1 0.0 -0.5 -0.562
C 5.80879 0.31518 -2.69266 -0.2 -0.1 0.3 -0.044
C 4.99976 -1.73931 -1.54795 0.0 0.3 0.1 -0.027
C 3.80914 0.46443 -1.20466 0.2 -0.3 0.2 -0.080
C -0.83065 1.44108 -0.86917 -0.2 0.2 0.2 -0.120
C -2.11550 2.26340 -0.87295 0.2 0.3 -0.6 -0.197
C -5.40597 -0.46555 -0.84176 -0.1 -0.2 -0.1 -0.014
C -6.09640 -1.64840 -0.62017 0.1 0.2 0.0 -0.217
C -5.82911 -2.84940 -1.47245 0.0 0.0 0.0 -0.040
H -8.37371 -3.25446 -0.20357 -0.1 -0.1 0.0 0.086
H -7.12288 -3.77559 0.91630 0.0 -0.1 0.0 0.086
H -8.49340 -2.82910 1.50709 0.0 0.0 0.0 0.077
H -8.00209 -0.61342 1.98415 -0.1 0.0 0.1 0.113
H -6.73843 1.49127 1.55885 -0.1 0.1 0.1 0.114
H -2.69725 2.25637 1.74565 -0.1 -0.1 0.0 0.130
H -3.66810 0.77205 1.66470 0.1 0.0 0.2 0.121
H -1.71865 -0.51292 0.85742 0.0 0.0 0.1 0.125
H -1.28880 0.31187 2.35899 0.0 0.0 0.0 0.128
H -0.15708 2.09533 1.07582 0.0 0.0 0.0 0.149
H 1.97354 1.92503 0.25860 -0.1 0.0 0.0 0.147
H 3.06712 -0.79241 0.39908 0.1 0.1 0.0 0.134
H 3.90716 0.67082 2.23120 0.0 0.0 0.1 0.131
H 4.39675 1.88394 1.03677 0.0 0.1 0.0 0.125
H 6.37805 1.10959 2.87578 0.0 0.0 0.2 0.082
H 6.80791 1.94312 1.37534 0.0 0.1 0.0 0.081
H 7.65447 0.46803 1.83866 0.2 -0.1 0.0 0.080
H 6.54641 -1.80295 1.43240 0.1 -0.1 0.0 0.085
H 4.78689 -1.85834 1.32772 -0.1 -0.1 0.0 0.065
H 5.55869 -1.20668 2.76573 0.0 0.0 0.1 0.083
H 6.96561 -0.23937 -0.43594 0.0 0.0 0.0 0.125
H 6.04000 1.37138 -2.58443 0.0 0.1 0.0 0.081
H 5.13271 0.18520 -3.53342 -0.1 -0.1 -0.2 0.082
H 6.73262 -0.21762 -2.90520 0.1 -0.1 -0.1 0.080
H 4.53598 -1.96572 -2.50507 -0.1 -0.1 -0.1 0.083
H 5.97101 -2.22962 -1.51493 0.1 -0.1 0.0 0.085
H 4.37557 -2.15882 -0.76630 -0.1 -0.1 0.1 0.065
H 3.09739 0.07097 -1.93156 0.0 0.0 -0.1 0.131
H 3.92774 1.53621 -1.38111 0.0 0.1 0.0 0.125
H -1.01039 0.49383 -1.37936 0.0 0.0 -0.1 0.134
H -0.04765 1.98178 -1.40416 0.0 0.0 0.0 0.119
H -1.93763 3.24032 -0.39586 0.0 0.0 -0.1 0.136
H -2.47915 2.43303 -1.88703 0.2 0.1 0.0 0.117
H -4.67313 -0.38469 -1.62891 0.1 -0.1 -0.1 0.121
H -6.73892 -3.17148 -1.97737 0.0 -0.1 -0.1 0.085
H -5.47713 -3.68100 -0.86303 0.0 -0.1 0.0 0.086
H -5.07632 -2.62544 -2.22263 0.0 0.0 -0.1 0.079
```
Positions in Å, forces in eV/Å.

E_tot   -45901.14859 eV
Gap between HOMO and LUMO   9.35 eV
LUMO energy   0.0231 Eh
Relative energy (zero: lowest compared OMol25 entry of this formula, charge and spin)   0.0 kJ/mol
Structure (SMILES)   Cc1ccc(S(=O)(=O)N2CCC(C(=O)NC3CC(C)(C)NC(C)(C)C3)CC2)cc1C
Molar mass   435.634 g/mol



Record 3
DFT (ωB97M-V/def2-TZVPD) results for a gas-phase ion, C23H37N3O6P (charge +1) at a distorted geometry.

XYZ file:
```
70
Properties=species:S:1:pos:R:3:forces:R:3:lowdin_charge:R:1
C 1.59416 -5.63643 1.14884 -0.1 0.1 -0.1 -0.090
C 0.49970 -5.41429 0.09568 -0.1 0.2 0.1 -0.244
C -0.43431 -4.25414 0.45923 0.2 0.0 0.0 -0.197
C 0.24071 -2.89628 0.26174 -0.2 0.0 0.1 -0.202
N -0.28219 -1.90512 1.23056 -0.4 -0.1 -0.2 0.004
C -0.24923 -0.56626 0.78669 -0.3 -0.3 0.2 -0.171
C 0.74404 0.29628 1.18820 0.4 0.1 -0.2 -0.188
P 2.09874 -0.05116 2.36708 0.2 0.3 0.5 1.024
C 3.54297 -0.05819 1.21480 0.0 -0.2 0.0 -0.246
C 2.07701 -1.78016 2.96205 0.3 -0.2 -0.1 -0.426
C 3.47657 -2.10595 3.52263 -0.1 -0.2 -0.2 -0.156
C 0.64449 1.64986 0.72914 0.2 -0.1 0.0 -0.212
C 1.57496 2.73614 1.20777 -0.1 0.1 0.0 -0.145
C 1.64129 4.01700 0.36894 0.3 0.3 0.1 -0.137
C 2.84315 4.07377 -0.58552 0.2 0.0 0.1 -0.150
O 2.45926 4.12179 -1.96642 -0.3 -0.1 -0.1 -0.020
C 1.92842 5.30685 -2.35951 0.2 -0.1 -0.1 -0.540
C 1.32071 5.22715 -3.73166 0.1 -0.2 0.1 0.026
O 1.93413 6.27889 -1.65941 -0.1 0.1 0.1 0.125
N -0.31101 2.04612 -0.06732 -0.1 0.0 -0.1 0.202
N -1.22288 1.16894 -0.45861 0.0 0.3 0.3 -0.020
C -2.16944 1.74185 -1.41328 -0.2 -0.3 -0.4 -0.019
C -1.80747 1.29469 -2.84049 -0.5 0.9 0.0 -0.327
C -0.73932 2.01362 -3.53304 1.3 -2.5 0.4 0.022
O -0.62146 0.59188 -2.97967 -0.1 0.4 -0.3 -0.049
C -1.25053 -0.09922 -0.08140 0.0 0.0 -0.2 -0.087
C -2.34906 -0.97205 -0.60450 -0.1 -0.1 0.1 0.023
C -3.61252 -0.78011 0.22494 -0.1 -0.1 0.0 -0.475
O -3.63695 -0.18719 1.27060 0.0 0.0 -0.2 0.161
O -4.66242 -1.38509 -0.34122 0.2 0.1 0.0 0.095
C -5.88956 -1.34729 0.43080 -0.1 -0.3 0.4 -0.425
C -6.70367 -0.12511 0.17384 -0.1 0.0 0.1 0.038
O -6.14856 -2.27914 1.11054 0.2 0.4 -0.3 0.203
H 2.54582 -5.91340 0.69711 0.0 -0.1 0.0 0.076
H 1.76576 -4.73421 1.74333 0.0 0.0 0.0 0.051
H 1.30352 -6.42450 1.84236 0.0 0.0 0.0 0.078
H -0.10838 -6.31479 0.00616 0.1 0.0 -0.2 0.108
H 0.93615 -5.20648 -0.88426 0.0 -0.1 0.0 0.109
H -0.73105 -4.35581 1.50795 -0.1 0.0 0.0 0.123
H -1.32935 -4.30197 -0.16720 -0.1 0.0 0.2 0.110
H 0.06128 -2.55100 -0.76369 0.2 0.0 -0.1 0.124
H 1.31927 -2.99266 0.40708 0.0 0.1 -0.1 0.103
H -1.22731 -2.15636 1.49783 0.0 0.0 0.1 0.125
H 4.42920 0.23457 1.77670 0.0 0.0 -0.1 0.049
H 3.70390 -1.06207 0.82035 0.0 0.0 -0.1 0.048
H 3.40150 0.62626 0.38088 0.0 0.0 0.0 0.031
H 1.82247 -2.50554 2.18990 0.0 0.1 0.2 0.027
H 1.34551 -1.84466 3.76623 -0.1 0.0 -0.1 0.080
H 3.94569 -1.25543 4.01922 0.0 0.0 0.1 0.067
H 4.13859 -2.44657 2.72570 0.0 0.1 0.0 0.068
H 3.39281 -2.93285 4.22649 0.1 0.1 0.1 0.076
H 1.24376 2.97966 2.22270 0.0 -0.1 0.0 0.134
H 2.57747 2.32826 1.32496 0.0 0.1 0.1 0.073
H 0.73244 4.19326 -0.20192 -0.1 -0.1 0.1 0.105
H 1.72211 4.85927 1.05666 0.0 0.0 0.0 0.124
H 3.46683 3.18414 -0.49193 -0.1 0.0 -0.1 0.120
H 3.47328 4.93305 -0.35937 -0.1 0.0 -0.1 0.128
H 1.82188 4.47871 -4.34306 0.0 0.1 0.0 0.090
H 0.28160 4.91221 -3.61145 0.0 0.1 0.0 0.080
H 1.34988 6.20496 -4.20201 0.0 0.0 0.0 0.094
H -2.06839 2.81693 -1.31670 -0.1 0.0 0.1 0.141
H -3.18415 1.43652 -1.16768 0.0 0.1 0.2 0.128
H -2.65110 0.95963 -3.44140 0.0 -0.1 0.1 0.152
H -0.00887 2.56975 -2.95941 -0.3 0.7 -0.2 0.099
H -0.61983 1.89494 -4.60002 -0.3 0.7 -0.1 0.121
H -2.54461 -0.81095 -1.66322 0.0 0.0 0.0 0.136
H -2.07378 -2.02280 -0.50180 0.0 0.1 -0.1 0.125
H -6.08897 0.75783 0.01419 0.1 -0.1 0.0 0.088
H -7.31889 -0.28792 -0.71380 0.0 0.0 0.0 0.107
H -7.35575 0.02841 1.03107 0.0 0.0 -0.1 0.106
```
Positions in Å, forces in eV/Å.

E_tot   -50487.76170 eV
Total charge   +1
Gap between HOMO and LUMO   7.58 eV
LUMO energy   -0.1449 Eh
Structure (SMILES)   CCCCNc1c(P(C)CC)c(CCCOC(C)=O)n[n+](C[C@H]2CO2)c1CC(=O)OC(C)=O
Molar mass   482.538 g/mol